Here is CI3O2S as an isolated structure from the Open Molecules 2025 dataset. Energies are from ωB97M-V/def2-TZVPD.

```
7
CI3O2S (ωB97M-V/def2-TZVPD)
C -0.418 -0.427 -0.240
O 0.942 1.788 -0.032
O 2.166 -0.357 0.338
S 1.085 0.519 0.698
I -0.650 -2.228 0.746
I -0.503 -0.468 -2.307
I -2.624 1.173 0.799
```

Calculated values
Net charge: -1
Gap between HOMO and LUMO in Eh: 0.231
E_tot in eV: -40269.0566

---

Here is CI3OP as an isolated structure from the Open Molecules 2025 dataset. Energies are from ωB97M-V/def2-TZVPD.

```
6
CI3OP (ωB97M-V/def2-TZVPD)
C -0.475 -0.043 0.091
O 2.257 -0.090 -0.337
P 1.040 0.069 -1.130
I -2.202 0.017 -1.152
I -0.314 1.803 1.267
I -0.306 -1.756 1.262
```

Calculated values
Gap between HOMO and LUMO in Eh: 0.300
E_tot in eV: -36674.3889

---

Here is a 2-piece molecular cluster, CIN3O overall from the Open Molecules 2025 dataset. Energies are from ωB97M-V/def2-TZVPD.

```
6
CIN3O (ωB97M-V/def2-TZVPD)
C -0.464 -1.119 0.256
N 1.034 1.582 0.456
N 0.454 1.219 -0.445
N -0.050 1.268 -1.486
O -0.917 -1.983 0.872
I -1.215 0.037 -2.590
```

Calculated values
Gap between HOMO and LUMO (spin up / spin down) in Eh: 0.281 / 0.227
2S+1: 3
E_tot in eV: -15649.3652

---

Here is CMnO3 as an isolated structure from the Open Molecules 2025 dataset. Energies are from ωB97M-V/def2-TZVPD.

```
5
CMnO3 (ωB97M-V/def2-TZVPD)
O -0.067 -0.451 0.333
Mn -0.642 -1.888 -0.947
C 0.549 0.727 0.477
O 1.374 1.494 0.135
O -0.717 1.038 0.405
```

Calculated values
Net charge: +2
Gap between HOMO and LUMO (spin up / spin down) in Eh: 0.293 / 0.287
2S+1: 6
E_tot in eV: -38471.6708

---

Here is a 2-piece molecular cluster, CN2O2 overall from the Open Molecules 2025 dataset. Energies are from ωB97M-V/def2-TZVPD.

```
5
CN2O2 (ωB97M-V/def2-TZVPD)
O 1.462 -0.829 1.376
C 1.162 -0.027 0.622
O 0.902 0.803 -0.123
N -1.980 -0.164 -0.468
N -1.545 0.217 -1.407
```

Calculated values
Gap between HOMO and LUMO in Eh: 0.504
E_tot in eV: -8113.7375
SMILES: O=C=O.N#N

---

Here is one molecule with the formula CN2O3S from the Open Molecules 2025 dataset. Energies are from ωB97M-V/def2-TZVPD.

```
7
CN2O3S (ωB97M-V/def2-TZVPD)
C 0.392 -1.082 1.421
N 0.556 -2.160 1.800
N -0.794 0.568 0.210
O 0.136 0.119 1.144
O 0.014 0.850 -0.877
O -0.534 1.610 -3.346
S 0.417 1.342 -2.341
```

Calculated values
Gap between HOMO and LUMO (spin up / spin down) in Eh: 0.346 / 0.286
E_tot in eV: -20987.4580